Here is a 3-piece molecular cluster, C20H42BN2O6S overall from the Open Molecules 2025 dataset. Energies are from ωB97M-V with the def2-TZVPD basis set.

Computed properties:
multiplicity: 2
HOMO-LUMO gap (alpha / beta): 8.6 / 9.3 eV
max |F|: 0.016 hartree/bohr
total charge: 0
calculated total energy: -1771.12161 Ha
HOMO energy (alpha / beta): -8.376 / -9.103 eV

Geometry as XYZ:
```
72
C20H42BN2O6S | the Open Molecules 2025 dataset | ωB97M-V with the def2-TZVPD basis set
C -6.2164 3.3735 2.2772
C -6.0169 2.4284 1.0659
B -4.6765 2.6256 0.2796
O -4.7199 2.7721 -1.0936
C -3.2286 2.5954 1.0019
N -3.3453 1.7523 2.2204
C -3.5173 0.5677 2.2645
S -3.7216 -0.9809 2.3270
C -2.1717 2.0826 0.0299
C -0.7218 2.2304 0.4748
C -0.3557 1.3153 1.6454
C 0.1751 1.8471 -0.7159
N -0.4616 3.6532 0.7952
O 0.7659 3.9303 0.9917
C -1.4079 4.3857 1.6858
C -1.2185 5.8801 1.3871
C -1.0577 4.1254 3.1712
C -2.8825 4.0429 1.3869
H -7.2357 3.7570 2.2795
H -5.5615 4.2416 2.2664
H -6.0854 2.8472 3.2194
H -6.0448 1.3963 1.4308
H -6.8532 2.5259 0.3752
H -4.4696 3.6266 -1.4477
H -2.3540 1.0512 -0.2732
H -2.2852 2.6986 -0.8646
H 0.7066 1.4099 1.8651
H -0.5526 0.2836 1.3497
H -0.9155 1.5213 2.5526
H -0.3147 1.1038 -1.3426
H 0.4281 2.7213 -1.3126
H 1.1160 1.4291 -0.3651
H -1.6333 6.4772 2.1974
H -0.1587 6.1066 1.2972
H -1.7187 6.1680 0.4628
H -0.1664 3.5115 3.2622
H -1.8635 3.6043 3.6863
H -0.8598 5.0588 3.6914
H -3.2509 4.6973 0.5926
H -3.4332 4.2858 2.2928
C 3.7879 -0.1593 0.4133
O 4.3196 -1.3945 -0.0238
C 4.5747 -2.3080 1.0309
C 3.4828 -3.3468 1.1475
O 2.2492 -2.7754 1.5521
C 1.3334 -2.5922 0.4899
H 3.4668 0.3866 -0.4726
H 2.9283 -0.3055 1.0732
H 4.5451 0.4353 0.9357
H 4.6866 -1.7771 1.9820
H 5.5213 -2.8098 0.8078
H 3.7701 -4.0809 1.9067
H 3.3675 -3.8750 0.1945
H 0.9468 -3.5532 0.1339
H 1.7901 -2.0604 -0.3497
H 0.5041 -2.0019 0.8780
C 3.7226 -6.7566 -2.5253
O 3.2490 -5.4383 -2.3298
C 3.8407 -4.4819 -3.1952
C 2.9223 -4.1136 -4.3374
O 2.7008 -5.2056 -5.2136
C 1.4550 -5.8463 -5.0212
H 3.0881 -7.4184 -1.9382
H 3.6719 -7.0509 -3.5766
H 4.7559 -6.8583 -2.1754
H 4.7917 -4.8569 -3.5869
H 4.0470 -3.5835 -2.6041
H 3.3863 -3.3111 -4.9188
H 1.9718 -3.7405 -3.9418
H 0.6303 -5.2124 -5.3655
H 1.2916 -6.1039 -3.9715
H 1.4659 -6.7586 -5.6149
```

Here is a 2-piece molecular cluster, CH3NO2S overall at a distorted geometry from the Open Molecules 2025 dataset. Energies are from ωB97M-V with the def2-TZVPD basis set.

Computed properties:
HOMO-LUMO gap (alpha / beta): 9.4 / 7.4 eV
max |F|: 0.063 hartree/bohr
total charge: 0
calculated total energy: -643.13716 Ha
energy relative to the best compared isomer or geometry (same formula, charge and spin): 111.1 kcal per mole
HOMO energy (alpha / beta): -9.872 / -8.488 eV

Geometry as XYZ:
```
8
CH3NO2S | the Open Molecules 2025 dataset | ωB97M-V with the def2-TZVPD basis set
C 2.0078 -0.8061 0.0477
N 0.8419 -0.4684 -0.1968
O -2.9447 1.8890 -0.4116
O 0.0871 0.5230 -0.0948
S -2.4693 0.5083 -0.4927
H 2.5246 -1.7735 -0.1672
H 2.6663 -0.0854 0.5673
H -2.7137 0.2131 0.7481
```

Here is a 2-piece molecular cluster, CH3NO2 overall at a distorted geometry from the Open Molecules 2025 dataset. Energies are from ωB97M-V with the def2-TZVPD basis set.

Computed properties:
HOMO-LUMO gap (alpha / beta): 9.1 / 8.2 eV
max |F|: 0.051 hartree/bohr
total charge: 0
calculated total energy: -244.93915 Ha
energy relative to the best compared isomer or geometry (same formula, charge and spin): 150.6 kcal per mole
HOMO energy (alpha / beta): -9.928 / -9.473 eV

Geometry as XYZ:
```
7
CH3NO2 | the Open Molecules 2025 dataset | ωB97M-V with the def2-TZVPD basis set
C 0.8686 0.0355 -0.0527
N -2.2213 -0.2042 -0.4594
O -1.6755 0.0111 0.5307
O 0.7082 -0.3172 -1.2655
H 1.3836 -0.6677 0.6356
H -0.2360 0.0544 0.4623
H 1.1723 1.0882 0.1490
```

Here is C12H36N6O2P2Rb as an isolated structure at a distorted geometry from the Open Molecules 2025 dataset. Energies are from ωB97M-V with the def2-TZVPD basis set.

Computed properties:
HOMO-LUMO gap: 8.0 eV
max |F|: 0.263 hartree/bohr
total charge: +1
calculated total energy: -1664.31711 Ha
energy relative to the best compared isomer or geometry (same formula, charge and spin): 153.5 kcal per mole
HOMO energy: -10.866 eV

Geometry as XYZ:
```
59
C12H36N6O2P2Rb | the Open Molecules 2025 dataset | ωB97M-V with the def2-TZVPD basis set
Rb -1.6320 0.1428 -1.8358
O -1.8196 -3.9067 2.6641
P -1.9575 -2.5146 2.2113
N -2.1025 -2.2231 0.5075
C -1.1338 -2.6628 -0.4332
C -3.3141 -1.6394 -0.0591
N -0.6481 -1.5018 2.7997
C -0.3416 -0.2315 2.1031
C 0.6223 -2.0762 3.3262
N -3.3970 -1.7012 2.8568
C -4.3259 -2.4069 3.7299
C -3.4836 -0.2689 3.0950
H -0.2227 -2.9832 0.0723
H -0.9103 -1.7842 -1.0383
H -1.4647 -3.5355 -0.9962
H -3.0871 -0.9201 -0.8460
H -3.9640 -1.2685 0.7335
H -3.9131 -2.3801 -0.5889
H 0.7237 -0.0569 1.9520
H -0.6569 -0.1735 1.0613
H -0.7124 0.6496 2.6267
H 0.4848 -3.1465 3.4793
H 1.3858 -1.8987 2.5687
H 1.0003 -1.6066 4.2343
H -4.5240 -3.4147 3.3649
H -3.8221 -2.5256 4.6891
H -5.3051 -1.9605 3.9030
H -3.1627 0.2553 2.1948
H -2.9026 0.0010 3.9769
H -4.5370 -0.0941 3.3141
O 0.1508 0.6380 -1.5317
P 1.4147 1.2874 -1.8638
N 2.7300 0.2365 -2.1543
C 2.5018 -1.1392 -1.7753
C 4.1096 0.7916 -2.1590
N 1.9634 2.2031 -0.5268
C 1.8655 3.6277 -0.5895
C 1.8445 1.5595 0.7447
N 1.3192 2.3980 -3.1370
C 0.1092 3.0816 -3.4977
C 2.2472 2.3377 -4.3955
H 3.4488 -1.6492 -1.9519
H 1.7927 -1.6172 -2.4511
H 2.1213 -1.3254 -0.7710
H 4.0784 1.8811 -2.1717
H 4.5942 0.6229 -3.1207
H 4.7209 0.3944 -1.3487
H 2.1252 4.0446 0.3835
H 2.7220 3.7616 -1.2503
H 0.8432 3.8572 -0.8903
H 1.1047 1.9344 1.4519
H 1.6113 0.4950 0.7210
H 2.7388 1.7957 1.3214
H 0.3040 4.0120 -4.0311
H -0.4829 2.3211 -4.0067
H -0.3997 3.2845 -2.5554
H 3.2854 2.2917 -4.0665
H 2.1831 3.2358 -5.0099
H 2.0759 1.4707 -5.0334
```

Here is C31H41BFN12O3PTi as an isolated structure from the Open Molecules 2025 dataset. Energies are from ωB97M-V with the def2-TZVPD basis set.

Computed properties:
multiplicity: 2
HOMO-LUMO gap (alpha / beta): 7.7 / 8.4 eV
max |F|: 0.010 hartree/bohr
total charge: +3
calculated total energy: -3403.65076 Ha
energy relative to the best compared isomer or geometry (same formula, charge and spin): 5.7 kcal per mole
HOMO energy (alpha / beta): -14.552 / -15.368 eV

Geometry as XYZ:
```
91
C31H41BFN12O3PTi | the Open Molecules 2025 dataset | ωB97M-V with the def2-TZVPD basis set
Ti -1.2428 -0.6405 1.9222
C -1.3556 -4.6810 0.2912
C -1.1709 -3.3124 0.1457
N -1.4380 -2.6842 1.2979
N -1.7864 -3.6349 2.1942
C -1.7426 -4.8379 1.6137
B -1.9519 -3.2596 3.6894
N -3.0704 -2.1990 3.8310
C -4.0552 -2.1425 4.7409
C -4.5596 -0.8557 4.7698
C -3.7865 -0.1597 3.8437
N -2.9036 -0.9799 3.2666
N -0.6301 -2.5887 4.1408
C 0.1602 -2.8621 5.1854
C 1.2091 -1.9604 5.2048
C 0.9839 -1.1440 4.1045
N -0.1281 -1.5221 3.4655
H -1.2147 -5.4531 -0.4441
H -0.8489 -2.7462 -0.7151
H -1.9767 -5.7246 2.1795
H -2.1955 -4.2242 4.3436
H -4.3160 -3.0163 5.3150
H -5.3421 -0.4740 5.4013
H -3.7865 0.8912 3.5971
H -0.0698 -3.6849 5.8421
H 2.0163 -1.9087 5.9129
H 1.5618 -0.3067 3.7453
C 2.6907 5.3314 -1.2315
C 3.1693 4.5287 -0.0357
N 2.4504 3.2415 0.1003
C 1.4421 3.1606 0.9669
C 0.6669 2.0411 1.1601
C -0.4218 2.1548 2.1904
O -0.4082 3.0196 3.0213
O -1.3778 1.2406 2.0648
C 0.9549 0.8620 0.4326
O 0.3507 -0.2448 0.5952
C 2.0364 0.9539 -0.5347
C 2.3909 -0.1721 -1.2924
C 3.4433 -0.1037 -2.1552
F 3.8033 -1.2033 -2.8368
C 4.1923 1.0752 -2.3357
C 3.8390 2.1833 -1.5960
C 2.7767 2.1380 -0.6778
N 5.3032 1.1670 -3.2176
C 5.2619 0.4373 -4.4776
C 6.2472 1.0640 -5.4458
N 7.6278 1.0070 -4.8416
C 7.6722 1.6738 -3.4910
C 6.6157 1.0633 -2.5892
H 3.2455 6.2669 -1.2892
H 1.6333 5.5759 -1.1328
H 2.8303 4.7944 -2.1697
H 2.9977 5.0721 0.8907
H 4.2362 4.3151 -0.0737
H 1.2352 4.0429 1.5604
H 1.8560 -1.1014 -1.1573
H 4.3957 3.0944 -1.7562
H 4.2669 0.5046 -4.9148
H 5.4963 -0.6288 -4.3591
H 6.0279 2.1156 -5.6203
H 6.2794 0.5305 -6.3936
H 8.3033 1.4471 -5.4693
H 7.9149 0.0289 -4.7484
H 7.4789 2.7307 -3.6653
H 8.6749 1.5446 -3.0888
H 6.6224 1.6098 -1.6477
H 6.8744 0.0174 -2.3613
C -6.5180 -0.8840 0.1096
N -5.9082 0.5022 -0.1927
C -5.6746 0.5946 -1.7102
N -4.8589 -0.4772 -2.1563
C -5.4762 -1.7635 -1.8274
N -5.6819 -1.9139 -0.3881
C -4.4220 -2.0453 0.3460
P -3.3456 -0.5538 0.1490
C -4.6356 0.7125 0.5768
C -3.4731 -0.3799 -1.6918
H -7.4902 -0.8949 -0.3829
H -6.6417 -0.9452 1.1903
H -6.5817 1.2204 0.0802
H -5.2171 1.5640 -1.9039
H -6.6619 0.5493 -2.1697
H -4.8411 -2.5708 -2.1868
H -6.4406 -1.8283 -2.3323
H -3.8885 -2.9275 -0.0121
H -4.6196 -2.1991 1.4099
H -4.2697 1.7188 0.3690
H -4.8774 0.6462 1.6368
H -2.8863 -1.1668 -2.1687
H -3.0458 0.5742 -2.0067
```

Here is C3H7N3O as an isolated structure from the Open Molecules 2025 dataset. Energies are from ωB97M-V with the def2-TZVPD basis set.

Computed properties:
HOMO-LUMO gap: 9.0 eV
max |F|: 0.013 hartree/bohr
total charge: 0
calculated total energy: -357.96577 Ha
energy relative to the best compared isomer or geometry (same formula, charge and spin): 52.8 kcal per mole
HOMO energy: -8.159 eV

Geometry as XYZ:
```
14
C3H7N3O | the Open Molecules 2025 dataset | ωB97M-V with the def2-TZVPD basis set
C 0.4922 -1.8546 -0.2521
C -0.5952 1.1640 0.0945
N -0.3528 1.5111 -1.2024
C 0.8296 0.1381 1.1118
O -1.8919 1.3434 0.4108
N 0.3985 1.3818 1.0775
N 0.0246 -0.6515 0.4005
H -1.9994 1.1037 1.3410
H 0.5957 1.3534 -1.5053
H -1.0638 1.2520 -1.8701
H 1.6983 -0.1853 1.6880
H -0.3097 -2.5929 -0.3123
H 1.3274 -2.3130 0.2917
H 0.8464 -1.6503 -1.2734
```